# 1
Density functional theory data (ωB97M-V/def2-TZVPD) for 5 unconnected molecules or ions with the total composition C33H51F3N3O13 in a non-equilibrium geometry.

The calculation puts the LUMO energy at -3.95 eV. The calculation puts the HOMO-LUMO gap at 7.69 eV. Its charge is +1.

Positions of all 103 atoms, in Å:
C1 -5.173636 -1.215880 -1.621323
C2 -3.747951 -0.589139 -2.231614
C3 -3.829744 1.039123 -2.403599
C4 -2.524357 1.698938 -3.195557
C5 -1.378889 0.527817 -3.258579
N1 -1.218715 -0.361374 -4.474857
C6 -0.100449 -1.287683 -4.045011
N2 0.396752 -0.961349 -2.621002
C7 1.504411 -1.776794 -1.921497
C8 0.685375 -3.027736 -1.172609
C9 1.547656 -4.421387 -1.106354
F1 1.717965 -5.188304 -2.374121
C10 2.064575 -4.841488 0.232993
F2 3.522244 -4.866890 0.494955
F3 1.181116 -5.212510 1.400326
C11 -0.358855 0.205548 -2.016968
C12 -0.155422 0.888232 -0.540654
C13 -1.354328 0.589869 0.536869
N3 -1.207849 -0.694276 1.322810
C14 -2.358609 -0.633819 2.348544
C15 -2.478308 -2.003669 3.257597
C16 0.090582 -0.770940 2.094600
C17 0.934171 0.556555 2.662060
O1 0.621411 -1.993938 2.374334
H1 -5.531805 -0.490252 -0.776307
H2 -4.842783 -2.237902 -1.100869
H3 -5.962827 -1.434888 -2.456967
H4 -2.914854 -0.954656 -1.462871
H5 -3.631821 -1.115671 -3.296756
H6 -3.927866 1.640280 -1.398701
H7 -4.759768 1.249061 -3.121907
H8 -2.790189 1.999424 -4.318643
H9 -2.188005 2.693884 -2.669115
H10 -1.798699 -0.304155 -5.340273
H11 0.325649 -2.163880 -4.693339
H12 2.171422 -2.305794 -2.744791
H13 2.124891 -1.145715 -1.155743
H14 0.267152 -2.693145 -0.126132
H15 -0.244492 -3.239849 -1.889848
H16 0.923867 0.623418 -0.173594
H17 -0.155677 2.068577 -0.719412
H18 -1.420054 1.477695 1.330306
H19 -2.407942 0.585528 -0.005314
H20 -3.377786 -0.377911 1.782053
H21 -2.133216 0.264879 3.095127
H22 -2.454466 -2.961239 2.553634
H23 -3.491419 -2.071291 3.866025
H24 -1.538017 -2.109250 3.970909
H25 1.306820 0.275368 3.735842
H26 0.264669 1.519358 2.713626
H27 1.850459 0.718322 1.950837
C18 5.059464 -5.849503 2.870738
C19 6.503187 -5.745751 2.421850
C20 7.002932 -6.954352 1.687970
O2 8.398978 -6.883378 1.912754
C21 8.562108 -6.240483 3.106118
O3 9.616045 -6.163015 3.716337
O4 7.381567 -5.695647 3.534940
H28 4.378250 -5.630418 2.043244
H29 4.827727 -6.852538 3.244459
H30 4.856877 -5.152958 3.690774
H31 6.650655 -4.825842 1.841924
H32 6.778595 -6.921005 0.618387
H33 6.636909 -7.900488 2.102338
C22 0.894563 7.080091 -0.375857
C23 -0.489514 6.492496 -0.187005
C24 -0.504068 5.191212 0.558305
O5 -1.703334 4.596844 0.096786
C25 -1.914164 5.086861 -1.159986
O6 -2.746632 4.659038 -1.943005
O7 -1.061442 6.122925 -1.431732
H34 1.225796 7.594295 0.531159
H35 1.629770 6.303922 -0.613508
H36 0.904618 7.789689 -1.209551
H37 -1.152624 7.235057 0.274709
H38 -0.528955 5.326645 1.642963
H39 0.328930 4.528418 0.298181
C26 6.028095 6.315635 -3.689672
C27 4.822691 6.418773 -2.777002
C28 4.533105 7.811724 -2.302798
O8 3.832881 7.575855 -1.095088
C29 4.285568 6.379474 -0.617815
O9 4.049727 5.940618 0.496160
O10 5.047867 5.734661 -1.554579
H40 5.769143 6.610883 -4.710735
H41 6.845410 6.959269 -3.347357
H42 6.417528 5.292501 -3.704318
H43 3.948484 5.960631 -3.256752
H44 3.916192 8.377125 -3.006492
H45 5.433682 8.390700 -2.069151
C30 -5.719731 -4.255590 2.923836
C31 -6.413585 -2.932372 2.670332
C32 -7.909155 -3.000349 2.758037
O11 -8.305188 -1.911376 1.944522
C33 -7.316410 -1.746927 1.017529
O12 -7.396850 -1.028468 0.034421
O13 -6.218433 -2.501618 1.332650
H46 -5.648988 -4.458341 3.996535
H47 -6.259139 -5.086258 2.456418
H48 -4.711922 -4.253690 2.496058
H49 -6.000436 -2.159442 3.330770
H50 -8.277760 -2.877154 3.779994
H51 -8.331402 -3.917477 2.332093

Cartesian forces (eV/Å) of the 3 atoms listed first:
1.8502 0.0357 0.4248
-1.2286 -0.6886 0.1842
-0.1785 0.0837 -1.0974

# 2
Density functional theory data (ωB97M-V/def2-TZVPD) for a molecular structure, C33H52BBeCl7CsN6O19P in a non-equilibrium geometry.

The calculation puts the LUMO energy at -4.94 eV. The calculation puts the HOMO-LUMO gap at 1.32 eV. Its charge is 0.

Positions of all 121 atoms, in Å:
C1 6.274779 1.588246 -0.344012
C2 5.053789 1.896877 -1.301480
C3 4.630343 3.408364 -1.180249
O1 5.053460 4.065414 -0.281894
O2 3.783992 3.890164 -2.195960
C4 2.508172 4.338480 -1.679106
C5 1.431871 3.307266 -2.186232
N1 0.009481 3.602021 -1.755412
C6 -0.813828 2.808645 -2.555622
N2 -0.509734 1.453614 -2.602528
N3 -1.927504 3.199929 -3.318580
C7 -3.213021 2.636080 -2.769154
C8 -3.691717 1.276862 -3.454360
C9 -4.483673 0.362525 -2.430327
N4 -5.748011 0.998265 -2.048195
C10 -6.139058 0.669859 -0.668939
C11 -5.149677 1.198239 0.424680
C12 -4.693459 0.223790 1.430091
C13 -3.737127 0.665759 2.439792
C14 -3.277056 2.047972 2.395972
C15 -3.736418 3.026831 1.430345
C16 -4.694158 2.578719 0.428567
O3 -5.120368 3.536223 -0.517225
C17 -1.984188 4.654894 -3.565046
C18 -1.811563 5.335090 -2.154901
C19 -0.308978 5.043081 -1.781107
P1 -0.050337 5.918078 -0.080283
C20 0.329409 4.684569 1.264862
C21 -1.501194 7.014532 0.348860
H1 7.022723 2.417508 -0.471588
H2 6.770085 0.619212 -0.625043
H3 5.929360 1.561610 0.723794
H4 4.160242 1.281396 -1.032088
H5 5.389410 1.708275 -2.355668
H6 2.353334 5.380101 -2.039782
H7 2.566112 4.280978 -0.558230
H8 1.760282 2.300820 -1.804472
H9 1.461080 3.238113 -3.304505
H10 -0.642590 0.826228 -1.796153
H11 -0.140745 1.075196 -3.495396
H12 -4.003560 3.403808 -2.956849
H13 -3.041979 2.493515 -1.665393
H14 -4.392553 1.469602 -4.314191
H15 -2.812194 0.660968 -3.796323
H16 -4.699443 -0.649694 -2.882751
H17 -3.776574 0.175944 -1.573918
H18 -5.777134 1.992833 -2.246442
H19 -6.358658 -0.425255 -0.536507
H20 -7.130802 1.181222 -0.481055
H21 -5.096464 -0.817048 1.388075
H22 -3.376831 -0.076892 3.183145
H23 -2.526775 2.395920 3.146057
H24 -3.420041 4.090174 1.405086
H25 -6.049948 3.341432 -0.734374
H26 -2.941787 4.989270 -4.041196
H27 -1.127942 4.974901 -4.207643
H28 -1.949033 6.431288 -2.309893
H29 -2.510329 4.915340 -1.388830
H30 0.289363 5.630258 -2.530839
H31 0.227316 3.608685 0.975020
H32 1.410477 4.839276 1.535947
H33 -0.254834 4.920582 2.200262
H34 -1.818649 7.689894 -0.490298
H35 -1.140290 7.706705 1.162258
H36 -2.382958 6.472743 0.791055
C22 -6.387672 6.289696 -2.667473
Cl1 -6.309020 4.540145 -2.985239
Cl2 -8.037846 6.776286 -2.241918
Cl3 -5.264445 6.734744 -1.387836
H37 -6.099765 6.813553 -3.573893
O4 -10.772943 9.306563 -2.739675
H38 -10.142920 8.664978 -2.394709
H39 -11.105669 8.899132 -3.547672
B1 3.663898 -1.436751 3.293875
O5 4.106094 -0.557274 2.184862
C23 3.027101 -0.151054 1.550467
O6 3.031268 0.582366 0.588524
C24 1.817982 -0.734762 2.198367
O7 0.676532 -0.555427 1.852194
O8 2.186669 -1.487027 3.217451
O9 4.246099 -2.784713 3.160283
C25 4.956758 -3.025298 4.262443
O10 5.564819 -4.037113 4.476336
C26 4.869810 -1.843449 5.166459
O11 5.394227 -1.732956 6.237188
O12 4.107435 -0.910368 4.592255
Be1 -8.679292 4.982958 -3.921416
N5 0.859595 6.204403 4.881561
O13 0.865817 4.974967 5.090889
O14 0.558788 6.637968 3.742479
O15 1.146007 6.995990 5.790350
C27 7.138995 -7.300828 4.603611
Cl4 8.836210 -7.671463 4.934854
Cl5 6.768679 -7.466110 2.882781
H40 6.512795 -7.987743 5.166106
H41 6.933996 -6.277811 4.910111
C28 2.860533 -7.662195 1.530789
O16 1.977657 -7.480221 2.344210
N6 2.805515 -8.547053 0.502174
C29 3.900844 -8.709656 -0.432061
C30 1.612319 -9.354581 0.335152
H42 3.808826 -7.101039 1.567501
H43 3.549455 -8.482707 -1.442233
H44 4.255318 -9.742379 -0.394905
H45 4.724520 -8.041325 -0.182615
H46 0.750600 -8.696788 0.195675
H47 1.453486 -9.951071 1.235673
H48 1.714984 -10.012554 -0.526871
C31 8.677745 -10.753508 6.748766
O17 7.843713 -9.990197 7.212057
O18 8.580809 -11.350172 5.656274
O19 9.758114 -11.058502 7.295671
Cl6 0.276210 -10.837071 -2.634088
C32 -0.645774 -9.316434 -2.715781
C33 -2.138346 -9.550234 -2.662281
Cl7 -2.747496 -10.342630 -4.136987
H49 -0.354362 -8.793614 -3.626202
H50 -0.335945 -8.712955 -1.861604
H51 -2.659077 -8.595704 -2.579034
H52 -2.417000 -10.165557 -1.807947
Cs1 -0.174554 -0.730753 -3.108777

Cartesian forces (eV/Å) of the 3 atoms listed first:
-0.4071 0.3941 -0.2358
0.5641 0.6039 -0.3205
1.4063 -1.9306 0.3007